Molecular formula: C17H21NO3
Method: DFT, ωB97M-V/def2-TZVPD

Positions of all 42 atoms, in Å:
O (-0.87, -3.10, -0.82)
C (-0.03, -2.58, -0.11)
N (-0.27, -2.04, 1.10)
H (0.50, -1.64, 1.60)
C (-1.59, -2.01, 1.71)
H (-1.94, -3.04, 1.85)
H (-1.48, -1.55, 2.69)
C (-2.61, -1.26, 0.86)
C (-2.12, 0.08, 0.37)
C (-1.53, 0.96, 1.16)
C (-1.06, 2.32, 0.72)
C (-1.69, 2.71, -0.61)
C (-1.58, 1.56, -1.60)
C (-2.37, 0.36, -1.09)
H (-2.11, -0.53, -1.67)
H (-3.45, 0.53, -1.23)
H (-1.95, 1.86, -2.58)
H (-0.54, 1.27, -1.71)
H (-1.20, 3.60, -1.01)
H (-2.74, 2.96, -0.46)
H (-1.30, 3.05, 1.49)
H (0.03, 2.30, 0.62)
H (-1.35, 0.74, 2.20)
H (-3.52, -1.13, 1.45)
H (-2.85, -1.88, -0.01)
C (1.45, -2.56, -0.54)
C (1.58, -1.87, -1.90)
H (2.59, -2.04, -2.29)
O (1.33, -0.49, -1.82)
C (1.98, 0.12, -0.77)
C (2.15, 1.50, -0.81)
C (2.80, 2.15, 0.23)
C (3.28, 1.42, 1.31)
C (3.11, 0.05, 1.35)
C (2.46, -0.61, 0.32)
O (2.31, -1.97, 0.42)
H (3.48, -0.54, 2.18)
H (3.79, 1.92, 2.11)
H (2.92, 3.22, 0.19)
H (1.78, 2.04, -1.66)
H (0.84, -2.28, -2.59)
H (1.77, -3.60, -0.63)

Properties
Energy relative to the best compared isomer or geometry (same formula, charge and spin) (kcal/mol): 25.04
Total charge: 0
Energy (Eh): -940.87814
HOMO (eV): -8.56
Multiplicity: 1
SMILES string: O=C(NCCC1=CCCCC1)[C@H]1COc2ccccc2O1

Charge distribution, natural (NBO) scheme, values in e: O -0.64; C 0.65; N -0.60; H 0.42; C -0.21; H 0.21; H 0.20; C -0.45; C 0.03; C -0.21; C -0.44; C -0.39; C -0.40; C -0.43; H 0.22; H 0.21; H 0.20; H 0.20; H 0.20; H 0.19; H 0.21; H 0.21; H 0.19; H 0.22; H 0.23; C -0.02; C -0.09; H 0.18; O -0.50; C 0.29; C -0.26; C -0.22; C -0.22; C -0.24; C 0.19; O -0.49; H 0.22; H 0.22; H 0.22; H 0.23; H 0.23; H 0.22

Molecular formula: C17H22AlB2BeF7MgN3O18S
Method: DFT, ωB97M-V/def2-TZVPD

Positions of all 73 atoms, in Å:
C (-1.50, 2.55, -0.35)
C (-1.92, 1.49, 0.66)
C (-1.04, 1.21, 1.87)
N (0.40, 1.51, 1.76)
N (0.96, 0.99, 0.54)
S (1.02, 2.94, 2.19)
O (0.03, 3.64, 2.91)
O (2.33, 2.74, 2.70)
F (1.21, 3.60, 0.81)
H (-1.23, 3.51, 0.08)
H (-0.73, 2.17, -1.01)
H (-2.35, 2.72, -1.00)
H (-2.89, 1.81, 1.03)
H (-2.05, 0.53, 0.20)
H (-1.07, 0.13, 2.03)
H (-1.43, 1.64, 2.78)
H (0.98, 1.72, -0.17)
H (0.36, 0.24, 0.22)
C (-1.54, -1.88, -1.40)
O (-1.82, -2.86, -2.12)
O (-0.19, -1.48, -1.41)
O (-2.27, -1.24, -0.65)
H (0.25, -2.10, -2.03)
Al (3.04, -0.06, -0.13)
C (-1.01, -2.29, 3.51)
O (-2.08, -2.31, 2.93)
N (0.06, -3.03, 3.13)
C (1.32, -2.99, 3.86)
C (-0.08, -3.88, 1.97)
H (-0.83, -1.67, 4.41)
H (2.14, -2.65, 3.22)
H (1.57, -3.97, 4.25)
H (1.23, -2.30, 4.70)
H (-0.35, -3.27, 1.10)
H (-0.87, -4.62, 2.11)
H (0.87, -4.41, 1.80)
C (3.29, 1.70, -5.13)
C (2.62, 0.87, -4.13)
C (3.35, -0.38, -3.74)
O (2.91, -1.13, -2.88)
C (4.58, -0.67, -4.44)
C (5.25, 0.16, -5.45)
C (4.57, 1.47, -5.77)
O (5.03, 2.27, -6.55)
O (6.27, -0.18, -6.00)
O (1.55, 1.15, -3.63)
H (2.80, 2.62, -5.43)
H (5.04, -1.62, -4.17)
B (-7.44, 4.48, 1.32)
O (-6.30, 4.80, 0.42)
C (-5.32, 3.82, 0.58)
O (-4.30, 3.79, 0.01)
C (-5.92, 2.83, 1.65)
O (-5.36, 1.88, 2.05)
O (-7.14, 3.28, 2.02)
F (-8.52, 4.50, 0.40)
F (-7.62, 5.64, 2.06)
Be (-7.21, 5.85, -0.14)
C (-2.26, -5.06, 5.14)
O (-1.42, -6.04, 5.40)
H (-2.10, -4.60, 4.12)
H (-3.34, -5.32, 5.08)
H (-2.20, -4.16, 5.80)
Mg (1.47, -2.55, 0.18)
C (1.25, -4.16, -3.28)
O (0.61, -4.81, -2.44)
O (1.81, -4.68, -4.27)
O (1.39, -2.91, -3.22)
B (6.46, 1.81, -2.40)
F (7.05, 0.78, -1.66)
F (5.87, 2.74, -1.53)
F (7.36, 2.42, -3.24)
F (5.39, 1.23, -3.19)

Properties
Total charge: -1
Energy (Eh): -3783.72048
HOMO (eV): -4.84
Multiplicity: 1

Charge distribution, Mulliken scheme, values in e: C -1.56; C 1.28; C -0.46; N 0.14; N -0.28; S 1.18; O -0.58; O -0.60; F -0.23; H 0.28; H 0.36; H 0.47; H -0.25; H -0.10; H -0.26; H 0.51; H 0.33; H 0.06; C 0.56; O -0.70; O 0.17; O -0.76; H -0.06; Al 0.53; C -0.36; O -0.55; N 0.73; C -0.85; C -1.33; H 0.43; H 0.25; H 0.32; H 0.30; H 0.00; H 0.22; H 0.68; C -0.48; C 0.57; C 0.76; O -0.49; C -0.24; C 0.27; C 0.42; O -0.57; O -0.54; O -0.63; H 0.46; H 0.47; B 0.64; O -0.19; C 0.60; O -0.31; C 0.60; O -0.39; O -0.49; F -0.22; F -0.22; Be 0.21; C -0.12; O -0.55; H -0.05; H 0.30; H 0.15; Mg 0.75; C 0.83; O -0.48; O -0.52; O -0.49; B 0.36; F -0.39; F -0.38; F -0.37; F -0.17

Molecular formula: C17H22Br30FNOS
Method: DFT, ωB97M-V/def2-TZVPD

Positions of all 73 atoms, in Å:
C (2.87, -0.90, -0.94)
C (2.38, -2.03, -1.84)
F (3.24, -3.13, -1.68)
C (0.99, -2.52, -1.46)
C (-0.13, -1.51, -1.73)
C (-0.98, -1.75, -2.97)
O (-0.72, -2.45, -3.94)
N (-2.14, -1.01, -2.81)
C (-2.06, -0.27, -1.52)
C (-1.26, -1.31, -0.73)
S (-0.94, -0.93, 0.99)
H (2.37, 0.04, -1.18)
H (2.62, -1.15, 0.10)
H (3.96, -0.78, -0.99)
H (2.40, -1.69, -2.88)
H (1.01, -2.71, -0.38)
H (0.79, -3.49, -1.93)
H (0.36, -0.55, -1.98)
H (-2.47, -0.50, -3.62)
H (-1.42, 0.60, -1.72)
H (-3.01, 0.04, -1.08)
H (-1.87, -2.22, -0.85)
H (0.39, -1.08, 1.04)
C (-1.45, -2.82, -7.44)
Br (-1.76, -0.93, -7.61)
Br (-3.10, -3.80, -7.37)
Br (-0.29, -3.47, -8.83)
H (-0.95, -2.97, -6.49)
C (2.34, 4.47, -0.89)
Br (0.70, 4.43, 0.12)
Br (3.71, 3.44, -0.02)
Br (2.09, 3.91, -2.72)
H (2.68, 5.50, -0.92)
C (-1.33, 5.09, 3.62)
Br (0.23, 6.21, 3.52)
Br (-2.62, 5.80, 4.86)
Br (-2.13, 4.78, 1.89)
H (-1.02, 4.13, 4.00)
C (-3.71, 1.74, 6.20)
Br (-1.84, 2.20, 6.06)
Br (-4.60, 2.77, 7.55)
Br (-4.59, 1.86, 4.50)
H (-3.75, 0.70, 6.51)
C (0.19, 1.78, -9.46)
Br (1.56, 2.03, -8.13)
Br (-1.42, 2.72, -8.97)
Br (0.80, 2.29, -11.21)
H (-0.05, 0.72, -9.49)
C (7.18, -1.91, 0.94)
Br (6.56, -0.60, 2.20)
Br (5.78, -2.39, -0.29)
Br (8.79, -1.34, 0.06)
H (7.41, -2.81, 1.49)
C (-2.94, -2.67, 6.85)
Br (-1.61, -2.80, 8.23)
Br (-4.46, -1.66, 7.43)
Br (-2.21, -1.95, 5.22)
H (-3.28, -3.68, 6.63)
C (3.14, 0.11, 4.18)
Br (3.54, 1.28, 2.71)
Br (4.60, -0.05, 5.42)
Br (1.51, 0.64, 5.06)
H (2.96, -0.87, 3.76)
C (3.20, -1.09, -6.81)
Br (1.73, -1.35, -5.59)
Br (4.85, -1.77, -6.08)
Br (2.80, -1.85, -8.53)
H (3.32, -0.03, -6.95)
C (-7.88, 1.05, 9.85)
Br (-8.13, 0.52, 8.02)
Br (-6.23, 0.37, 10.56)
Br (-8.01, 2.96, 10.06)
H (-8.68, 0.61, 10.42)

Properties
Total charge: 0
Energy (Eh): -78509.34513
HOMO (eV): -9.71
Multiplicity: 1

Charge distribution, Mulliken scheme, values in e: C -1.29; C 1.25; F -0.39; C -0.99; C 0.39; C 0.05; O -0.59; N -0.27; C -0.71; C -0.11; S -0.08; H 0.36; H 0.21; H 0.37; H -0.40; H 0.29; H 0.41; H 0.03; H 0.30; H 0.32; H 0.40; H 0.33; H 0.08; C 0.09; Br -0.01; Br -0.05; Br -0.04; H 0.00; C -0.43; Br 0.12; Br -0.04; Br -0.03; H 0.37; C -0.04; Br -0.02; Br -0.03; Br -0.06; H 0.09; C 0.60; Br 0.02; Br 0.03; Br 0.02; H -0.62; C -0.18; Br 0.05; Br -0.02; Br -0.02; H 0.17; C -0.39; Br 0.03; Br 0.07; Br -0.03; H 0.35; C -0.37; Br 0.00; Br 0.00; Br 0.02; H 0.34; C -0.33; Br 0.07; Br -0.03; Br -0.02; H 0.35; C -0.27; Br 0.18; Br -0.05; Br -0.04; H 0.22; C -0.32; Br -0.03; Br -0.02; Br -0.01; H 0.36

Molecular formula: C17H22BrMoN3O2S
Method: DFT, ωB97M-V/def2-TZVPD

Positions of all 47 atoms, in Å:
Mo (0.28, -0.25, 0.21)
C (4.45, 0.26, -0.79)
C (3.07, 0.81, -0.80)
O (2.10, 0.04, -0.37)
N (2.79, 2.02, -1.18)
C (1.44, 2.59, -1.14)
C (0.92, 2.78, 0.27)
C (0.96, 4.01, 0.88)
C (0.42, 4.18, 2.16)
C (-0.19, 3.10, 2.79)
C (-0.21, 1.89, 2.13)
N (0.33, 1.72, 0.90)
H (4.45, -0.74, -1.22)
H (4.79, 0.19, 0.24)
H (5.14, 0.90, -1.34)
H (3.55, 2.59, -1.53)
H (0.77, 1.96, -1.73)
H (1.49, 3.55, -1.65)
H (1.41, 4.86, 0.37)
H (0.45, 5.15, 2.65)
H (-0.64, 3.19, 3.77)
H (-0.67, 1.02, 2.59)
O (-1.42, -0.60, -0.40)
S (-2.85, -1.35, -0.80)
C (-4.09, -0.03, -0.74)
C (-4.94, -0.35, -1.98)
C (-3.96, -0.57, -3.13)
C (-2.87, -1.51, -2.62)
H (-3.55, 0.92, -0.86)
H (-4.60, -0.08, 0.21)
H (-5.62, 0.48, -2.16)
H (-5.55, -1.24, -1.81)
H (-3.52, 0.38, -3.45)
H (-4.44, -1.02, -3.99)
H (-1.85, -1.33, -2.98)
H (-3.10, -2.57, -2.77)
Br (2.27, -5.83, 3.18)
C (1.72, -4.30, 2.35)
C (1.07, -3.28, 3.08)
C (0.67, -2.15, 2.42)
N (0.88, -1.97, 1.08)
C (1.53, -2.95, 0.38)
C (1.94, -4.11, 0.97)
H (0.88, -3.38, 4.14)
H (0.17, -1.35, 2.96)
H (1.70, -2.77, -0.67)
H (2.44, -4.87, 0.38)

Properties
Total charge: +4
Energy (Eh): -4014.58362
⟨S²⟩: 2.01
HOMO (alpha / beta) (eV): -20.76 / -20.81
Multiplicity: 3

Charge distribution, natural (NBO) scheme, values in e: Mo 1.90; C -0.71; C 0.76; O -0.69; N -0.48; C -0.28; C 0.22; C -0.19; C -0.02; C -0.20; C 0.07; N -0.54; H 0.29; H 0.30; H 0.29; H 0.47; H 0.23; H 0.30; H 0.28; H 0.29; H 0.30; H 0.22; O -0.85; S 1.21; C -0.54; C -0.43; C -0.43; C -0.54; H 0.26; H 0.29; H 0.30; H 0.26; H 0.24; H 0.30; H 0.27; H 0.30; Br 0.41; C 0.00; C -0.23; C 0.05; N -0.55; C 0.05; C -0.23; H 0.30; H 0.23; H 0.24; H 0.30